Entry 1:
This record from the Open Molecules 2025 dataset describes a 5-piece molecular cluster, C27H67N5O3 overall at a distorted geometry. The level of theory is ωB97M-V/def2-TZVPD.

Structure (XYZ):
```
102
Properties=species:S:1:pos:R:3
O -1.8340 -5.3481 4.1893
O -4.2029 -5.5162 3.8345
O -4.9625 -4.0541 5.6861
N -4.0660 -1.1580 0.7163
N -3.0426 -6.4306 6.0560
N -3.1223 5.7460 -0.2671
N 1.0733 -2.2715 -3.0515
N 7.2901 0.4496 -0.8363
C 7.7308 -0.8088 -1.4424
C -1.1101 7.1031 -1.0751
C 0.3661 -0.4405 -1.4947
C -2.9534 -0.2924 1.1138
C 1.4766 -3.6767 -3.1704
C 3.0855 -0.9143 -3.8595
C -1.2933 3.9794 0.0174
C -3.8295 7.5769 1.2898
C -2.7190 4.3407 -0.3860
C -4.5213 -0.0672 -1.5523
C -4.5705 -2.7392 5.1560
C 7.1129 -1.0827 -2.8104
C -2.5514 6.6450 -1.2722
C -3.6535 -2.5326 0.4132
C -3.0242 -5.7819 4.6896
C 8.0635 -0.0497 1.5511
C 5.0895 -0.4202 0.1357
C 5.8448 0.6247 -0.6791
C 1.6442 -1.3725 -4.0566
C -5.3395 -4.9969 4.6180
C 8.0967 0.8514 0.3211
C -5.0394 -0.5806 -0.2129
C 1.0682 -1.7839 -1.6705
C -3.1274 6.2336 1.1140
C -3.3940 1.0357 1.7225
C 2.9023 -4.0380 -2.7670
C -2.7267 -2.7443 -0.7794
H -2.5211 1.5804 2.0982
H 9.1414 0.9352 -0.0084
H 0.5321 -2.5055 -1.0421
H -4.3227 -0.8826 -2.2494
H 7.1255 0.0462 2.0988
H 4.0145 -0.3254 -0.0545
H -4.0142 -6.7544 6.3312
H -0.3964 6.3250 -1.3494
H 5.2345 -0.2804 1.2079
H 8.2203 -1.1029 1.3004
H 0.3002 -0.1919 -0.4300
H 3.2899 -0.5978 -2.8334
H 7.5343 -1.6646 -0.7866
H -1.0184 4.3934 0.9920
H -3.6635 5.5120 1.7423
H 1.0107 -0.4792 -4.1168
H -3.4059 3.7395 0.2253
H 3.7992 -1.6925 -4.1339
H -1.8708 -2.0632 -0.7680
H 2.9968 -5.1277 -2.6934
H -3.8873 1.6787 0.9874
H 8.8172 -0.7703 -1.5881
H -3.2536 -2.6321 -1.7274
H -5.8417 -1.3061 -0.4010
H -0.5657 4.3109 -0.7240
H 3.2880 -0.0547 -4.5083
H -4.8232 -1.9237 5.9664
H -6.1889 -4.5964 3.8965
H -0.9076 7.9628 -1.7239
H -3.3930 -2.7298 4.9961
H -0.6531 -0.4710 -1.8947
H 0.9097 0.3722 -1.9857
H -4.5447 -3.1597 0.2837
H -0.9057 7.4196 -0.0490
H 6.0362 -1.2659 -2.7434
H -4.8487 7.5465 0.8897
H -3.1564 -2.9400 1.3041
H -2.2773 -0.0912 0.2752
H 7.5684 -1.9754 -3.2523
H 3.1772 -3.6241 -1.7925
H 8.8653 0.2413 2.2396
H 5.6396 1.6166 -0.2553
H -2.8928 3.9980 -1.4139
H -5.5465 0.2494 0.2941
H 7.2829 -0.2459 -3.4965
H -3.2859 8.3897 0.7987
H 1.3028 -4.0195 -4.1983
H -2.3586 -0.8083 1.8774
H -3.1849 7.5383 -1.3323
H 2.0831 -1.7096 -1.2637
H -2.7121 -5.6740 6.7158
H 0.7897 -4.2779 -2.5591
H 5.3938 0.6652 -1.6781
H 1.5534 -1.8292 -5.0509
H -2.6422 6.1882 -2.2665
H -5.2808 0.5708 -2.0180
H -5.8109 -5.9436 5.1714
H 5.3732 -1.4431 -0.1254
H 7.8199 1.8698 0.6217
H -4.0775 0.8784 2.5638
H 3.6299 -3.7066 -3.5084
H -1.1988 2.8898 0.0910
H -5.0895 -2.4399 4.1439
H -2.1125 6.3079 1.5208
H -3.8954 7.8256 2.3545
H -2.3276 -3.7650 -0.7559
H -3.6146 0.5346 -1.4501
```

Output
* structure (SMILES): COCOC(N)=O.CCN(CC)CC.CCN(CC)CC.CCN(CC)CC.CCN(CC)CC
* max |F|: 9.0 eV/A
* E_HOMO: -8.06 eV
* charge: 0
* lowest unoccupied orbital energy: 0.533 eV

---

Entry 2:
This record from the Open Molecules 2025 dataset describes C27H71BNO7Rb as an isolated structure at a distorted geometry. The level of theory is ωB97M-V/def2-TZVPD.

Structure (XYZ):
```
108
Properties=species:S:1:pos:R:3
Rb 9.9160 14.5142 19.7316
O 7.7467 15.8071 22.7953
O 8.0611 19.1079 19.1533
O 10.8021 17.5137 20.1231
O 7.2827 13.6886 21.1445
O 11.0104 17.7713 25.1579
O 12.8846 13.9605 21.4227
O 11.6065 17.0483 27.7960
N 6.6274 12.8362 22.0645
C 14.9805 12.8636 21.6648
C 8.0531 19.4020 21.5648
C 7.1848 16.6991 23.7577
C 8.1275 10.8337 21.7120
C 11.5401 19.2622 18.6986
C 4.4721 13.7091 21.2589
C 13.7952 16.4256 26.9856
C 7.9664 20.0825 20.1931
C 13.1734 17.6798 19.7476
C 11.4797 19.9213 24.2552
C 12.5527 15.9994 27.7649
C 5.3480 10.6134 23.3802
C 7.5317 11.8572 22.7220
C 5.7401 16.9996 23.5159
C 8.6601 12.6375 23.3595
C 4.5427 11.7760 22.8019
C 14.1273 14.3942 23.4624
C 7.4339 16.1306 25.1634
C 10.0116 19.6088 26.3098
C 14.2101 14.1361 21.9685
C 5.2216 11.5118 20.4224
C 10.4271 19.0647 24.9682
C 11.8949 14.7344 27.1663
C 11.8682 18.4436 19.9409
C 6.7279 11.1288 23.8058
C 5.2808 12.4710 21.6450
C 6.6580 20.8522 20.0959
B 10.8008 15.9315 22.6777
H 11.2477 20.9896 24.1881
H 16.0198 12.8848 22.0026
H 7.3674 10.4202 21.0548
H 13.7670 13.5921 24.1051
H 11.8217 16.1199 22.1711
H 11.1970 14.3003 27.8779
H 11.4617 17.3351 26.8739
H 10.6568 19.8727 18.9157
H 12.3575 19.9172 18.4103
H 8.5106 16.1822 25.3447
H 7.1023 18.9067 21.7693
H 14.6356 15.0237 21.4904
H 5.0320 10.4681 20.6997
H 4.9012 10.2115 24.2904
H 5.3824 17.7922 24.1635
H 15.0213 12.5661 20.6177
H 8.9536 11.2266 21.1208
H 5.6401 17.2754 22.4587
H 14.0005 18.3905 19.6197
H 8.8721 18.6844 21.6101
H 12.2619 14.4579 21.9656
H 4.4139 11.7385 19.7231
H 13.4547 17.1240 20.6455
H 10.9579 17.2782 24.3142
H 8.7034 15.7061 22.9255
H 8.8314 20.7537 20.1260
H 9.3367 20.4608 26.1703
H 5.7823 20.2115 20.0558
H 14.4654 15.5692 26.8494
H 8.1514 20.1722 22.3342
H 7.0288 15.1471 25.3908
H 9.4208 18.8764 26.8614
H 8.7647 18.4988 19.4078
H 12.6854 14.0002 26.9633
H 11.7753 19.5020 23.2946
H 8.4978 9.9747 22.2788
H 6.9701 16.8388 25.8600
H 4.5200 12.5105 23.6172
H 6.6190 11.8014 24.6585
H 14.3999 17.0928 27.6032
H 15.1344 14.6804 23.7876
H 12.8942 15.7806 28.7770
H 9.1461 11.9986 24.1042
H 13.5106 15.2710 23.6542
H 7.7520 17.6369 23.7203
H 3.5118 11.5407 22.5463
H 10.8157 19.9777 26.9451
H 10.2836 15.0422 22.1608
H 5.1301 16.0943 23.5941
H 12.3783 19.9432 24.8849
H 8.1945 13.4504 23.9169
H 12.0261 19.1556 20.7581
H 5.5061 9.7911 22.6792
H 3.4230 13.4791 21.0885
H 14.5074 12.0747 22.2545
H 13.5563 16.8467 26.0107
H 11.4676 14.8830 26.1731
H 4.5761 14.4564 22.0520
H 11.1615 18.6083 17.9100
H 6.7157 21.4215 19.1620
H 9.4292 13.0205 22.6967
H 7.1562 14.5437 21.6060
H 13.2556 17.0138 18.8874
H 4.8600 14.1891 20.3583
H 10.9273 15.6949 23.8011
H 10.8694 17.2176 21.0521
H 7.2894 10.2230 24.0433
H 6.6498 21.5949 20.8918
H 10.1487 16.8741 22.4818
H 9.6314 18.9583 24.2172
H 6.1291 11.4027 19.8262
```

Output
* max |F|: 1.9 eV/A
* E_HOMO: -8.30 eV
* charge: 0
* energy above the lowest of the compared OMol25 structures with the same formula, charge and spin: 26.9 kJ/mol
* lowest unoccupied orbital energy: -0.454 eV

---

Entry 3:
This record from the Open Molecules 2025 dataset describes a 8-piece molecular cluster, C27H71NO21S7 overall at a distorted geometry. The level of theory is ωB97M-V/def2-TZVPD.

Structure (XYZ):
```
127
Properties=species:S:1:pos:R:3
S 14.5553 25.1602 -22.4607
S 14.2494 16.8274 -11.5011
S 16.8634 17.3769 -17.1860
S 8.5418 18.3862 -16.5408
S 15.4146 25.6019 -15.2506
S 16.8137 23.0157 -10.9015
S 12.2345 15.0226 -17.3070
O 13.3824 14.1318 -17.3122
O 15.8757 17.3372 -16.0804
O 15.5822 23.5493 -10.3230
O 7.1221 19.1514 -16.2005
O 9.3310 18.2829 -15.3127
O 16.3621 16.2606 -18.3505
O 15.3658 24.1338 -21.4366
O 13.7336 18.3700 -11.0102
O 13.7433 16.6973 -12.8790
O 17.6672 22.2908 -9.5717
O 9.0898 19.0616 -17.7235
O 17.1838 18.6206 -17.8351
O 14.7485 26.1178 -14.0316
O 12.1142 15.9360 -18.7002
O 14.1316 24.3975 -23.6382
O 16.5777 26.3635 -15.7838
O 14.2954 25.2843 -16.4231
O 13.9095 15.8523 -10.3862
O 16.8796 22.0378 -12.0050
O 13.7267 26.0864 -21.6966
O 10.9091 14.4732 -17.0774
N 13.4727 21.0213 -16.1623
C 14.2872 19.5932 -11.5492
C 15.9172 23.8353 -14.8981
C 16.7067 23.6848 -19.5717
C 18.3817 16.5741 -16.4811
C 15.5612 20.3184 -14.9643
C 12.2972 15.4626 -20.0238
C 18.0321 24.2816 -11.0876
C 11.3511 14.3514 -20.4105
C 12.0259 20.7900 -16.4229
C 14.1768 19.9481 -15.4237
C 6.3266 19.6758 -17.2533
C 13.0898 24.5666 -16.0077
C 15.5478 24.6102 -20.1167
C 14.1279 21.1533 -17.4734
C 17.0736 21.1203 -8.9212
C 17.4412 21.0722 -7.4254
C 16.8958 14.9449 -20.3916
C 16.0689 26.0753 -22.9446
C 12.5633 16.4280 -16.1820
C 5.6931 20.9514 -16.7729
C 11.3076 21.0735 -15.0638
C 16.0491 17.1834 -11.5215
C 13.3187 20.7643 -11.4666
C 16.8376 16.3412 -19.6827
C 14.1188 20.0414 -18.5351
C 7.7584 16.8617 -17.1506
C 12.0576 24.6133 -17.1052
H 19.0344 23.8580 -11.1503
H 15.1078 23.4525 -14.2765
H 11.6455 21.3272 -17.2918
H 8.3404 16.1297 -16.5907
H 14.1400 19.0882 -16.0926
H 15.5092 20.9836 -14.1024
H 13.7912 22.1118 -17.8686
H 15.5228 26.9100 -23.3841
H 7.0730 20.0577 -17.9499
H 14.2719 20.3442 -19.5709
H 11.8693 19.7405 -16.6721
H 10.2179 21.0917 -15.0779
H 4.8393 20.7103 -16.1397
H 16.8162 23.9334 -14.2896
H 16.0674 20.6999 -15.8510
H 12.3383 20.5257 -11.8789
H 16.5813 25.6210 -23.7927
H 11.7760 13.4917 -20.9287
H 13.2743 23.5069 -15.8313
H 14.4000 19.4136 -12.6183
H 13.5882 16.6490 -16.4799
H 12.3783 24.1008 -18.0122
H 17.4791 23.5946 -20.3355
H 13.1002 21.0155 -10.4287
H 16.0256 14.3601 -20.0936
H 16.4487 17.8084 -10.7228
H 13.8197 21.4843 -12.1136
H 15.1999 21.2878 -17.3290
H 13.2260 19.4273 -18.6529
H 12.1515 16.3606 -20.6243
H 6.7520 16.8444 -16.7323
H 14.5731 24.5274 -19.6359
H 11.6799 22.0174 -14.6657
H 18.8903 17.4262 -16.0301
H 11.5208 20.3570 -14.2705
H 12.2927 15.9650 -15.2330
H 17.2282 24.1176 -18.7179
H 15.2813 19.8676 -11.1960
H 16.3438 16.2205 -11.1043
H 16.0992 23.2953 -15.8273
H 11.7727 25.6478 -17.2967
H 14.9634 19.4005 -18.2821
H 5.5415 19.0142 -17.6192
H 17.5555 20.3370 -9.5062
H 11.8636 17.2239 -16.4368
H 18.3960 20.5685 -7.2750
H 17.8381 24.9581 -10.2553
H 16.0634 16.9413 -20.1608
H 16.3530 22.7220 -19.2029
H 16.7997 26.2662 -22.1587
H 17.6678 22.1090 -7.1764
H 6.3320 21.6581 -16.2434
H 17.8246 24.8478 -11.9956
H 10.7823 14.8931 -21.1661
H 10.6494 14.1030 -19.6142
H 17.7324 14.3150 -20.0894
H 16.8766 15.0547 -21.4759
H 16.6137 20.6076 -6.8893
H 18.0270 15.8956 -15.7053
H 18.9659 16.2221 -17.3314
H 5.1652 21.5007 -17.5525
H 13.5535 19.7095 -14.5619
H 15.9931 21.1643 -9.0579
H 12.4824 25.0202 -15.2245
H 11.1719 24.0767 -16.7650
H 16.4775 17.4308 -12.4928
H 17.7083 16.9778 -19.8394
H 15.9230 25.6283 -20.0128
H 16.1614 19.5030 -14.5605
H 13.3532 15.2084 -20.1152
H 7.8728 16.8143 -18.2335
```

Output
* structure (SMILES): CCOS(C)(=O)=O.CCOS(C)(=O)=O.CCOS(C)(=O)=O.CCOS(C)(=O)=O.CCOS(C)(=O)=O.CCOS(C)(=O)=O.CCOS(C)(=O)=O.CCN(CC)CC
* max |F|: 5.2 eV/A
* E_HOMO: -8.45 eV
* charge: 0
* lowest unoccupied orbital energy: 0.010 eV

---

Entry 4:
This record from the Open Molecules 2025 dataset describes C27H72BCuF4O27S9 as an isolated structure at a distorted geometry. The level of theory is ωB97M-V/def2-TZVPD.

Structure (XYZ):
```
141
Properties=species:S:1:pos:R:3
Cu 14.3341 4.3476 5.8456
S 17.9079 4.8940 -2.0319
S 16.7963 6.8318 4.1233
S 17.0017 2.1016 4.4465
S 11.8941 7.2070 5.3895
S 15.0079 -1.2015 0.5616
S 9.8487 5.5127 0.5134
S 14.5131 1.2448 8.1370
S 11.5060 4.1322 8.2885
S 9.0844 -2.3085 2.4653
F 13.0411 2.5729 5.1687
F 13.6164 4.0881 3.8549
F 12.9177 2.1998 2.9892
F 11.4009 3.4321 3.9666
O 16.5659 -1.5854 0.9605
O 16.8337 5.4653 -2.8034
O 8.4525 -3.2159 3.4505
O 11.3444 7.2599 6.9068
O 12.1478 8.5746 4.9590
O 14.8260 -0.7984 -0.8044
O 15.8398 2.8763 4.9392
O 15.8322 5.8658 4.5850
O 16.6745 0.4293 4.5174
O 11.2658 2.7353 8.7056
O 9.4433 3.9756 1.1924
O 14.2404 1.2769 9.5848
O 12.3868 4.4409 7.1612
O 8.8689 -2.5171 1.0976
O 16.0298 0.6038 7.9754
O 10.0082 4.9642 8.2090
O 8.9922 6.4790 1.1693
O 14.0821 -2.1399 1.2044
O 17.1343 4.2152 -0.7203
O 8.7244 -0.6822 2.8067
O 10.0992 5.3520 -0.9187
O 18.8701 3.9190 -2.6048
O 18.1807 6.4664 3.6167
O 17.7082 2.4204 3.1826
O 16.0294 7.8586 2.9831
O 12.8823 6.1427 5.1549
O 14.4791 2.4658 7.3452
C 8.6292 -0.3029 4.1772
C 16.6888 8.9209 2.4417
C 18.8376 6.3629 -1.2799
C 16.0414 10.2106 2.9376
C 9.5191 0.7803 4.6461
C 8.6100 1.9244 1.1274
C 11.5100 5.6202 1.2664
C 16.9636 8.2195 5.3406
C 16.5391 -0.3181 8.9296
C 10.3462 6.6869 4.6107
C 16.4861 5.1182 0.1616
C 16.9288 -1.9027 4.2537
C 11.9595 5.1197 9.8355
C 16.7016 -4.0200 0.1204
C 8.8344 4.4026 8.9120
C 9.1691 2.9453 0.2398
C 17.7093 -1.1031 8.3022
C 18.1677 2.2209 5.9051
C 14.6998 0.3625 1.5308
C 15.1642 4.5193 0.6760
C 11.0956 8.5948 7.5128
C 13.6011 -0.1491 7.3079
C 10.9209 -2.1806 2.8109
C 9.6599 8.8972 7.7202
C 17.5883 -0.5317 4.0935
C 7.8043 5.4678 9.0444
C 17.1767 -2.5752 0.0158
B 12.7201 3.0964 3.9633
H 11.3915 -2.7616 2.0177
H 7.5690 6.0133 8.1305
H 16.3718 6.1782 -0.0654
H 18.5218 3.2490 5.8289
H 13.6145 0.4626 1.5483
H 17.0107 -2.1031 -0.9525
H 15.2431 3.4626 0.9314
H 14.9542 10.1357 2.9581
H 15.0887 1.2319 1.0007
H 17.8326 -2.0212 8.8767
H 16.3766 10.3719 3.9621
H 12.5133 -0.1620 7.3760
H 11.2517 -1.1420 2.8111
H 17.2476 5.1197 0.9416
H 8.6677 -1.2516 4.7127
H 16.4311 10.9896 2.2824
H 16.7750 -2.1365 5.3072
H 14.3510 4.5464 -0.0493
H 8.2371 5.9638 9.9132
H 19.6500 6.1364 -0.5894
H 9.3221 8.2374 8.5193
H 11.7989 6.6712 1.2761
H 10.4101 6.5786 3.5280
H 17.8211 8.8688 5.1635
H 14.7509 4.9673 1.5797
H 17.7701 8.9642 2.5720
H 15.2088 0.1636 2.4739
H 8.3551 3.5263 8.4755
H 17.1090 7.9317 6.3818
H 9.5247 7.2400 5.0660
H 10.0532 2.4251 -0.1288
H 10.0673 5.7479 5.0888
H 16.8342 0.2200 9.8305
H 7.8555 2.2570 1.8403
H 15.9315 -1.9788 3.8205
H 17.4153 -2.7532 3.7760
H 18.6936 -0.6361 8.3356
H 17.1911 -4.7471 -0.5275
H 9.0897 4.1090 9.9301
H 11.6674 6.1692 9.7993
H 9.2107 8.7058 6.7457
H 13.0319 4.9803 9.9727
H 11.6418 9.3777 6.9867
H 16.6370 8.7334 1.3692
H 18.8670 1.4028 5.7326
H 17.6939 -0.3688 3.0209
H 16.7266 -4.5788 1.0559
H 9.5664 1.7168 1.6073
H 6.8678 5.1236 9.4831
H 7.6556 -0.0184 4.5763
H 8.5334 3.1467 -0.6225
H 11.1696 -2.5890 3.7904
H 18.2398 -2.3999 0.1806
H 9.3414 1.7304 4.1421
H 19.1860 6.8517 -2.1897
H 9.4358 0.8680 5.7294
H 10.5743 0.6093 4.4334
H 18.5853 -0.4505 4.5265
H 18.1706 7.0566 -0.7681
H 9.5492 9.9381 8.0241
H 17.6589 2.0815 6.8589
H 15.6771 -4.0269 -0.2518
H 8.2507 1.0238 0.6294
H 15.8883 -1.1117 9.2968
H 17.3946 -1.3087 7.2791
H 13.9005 -0.9712 7.9580
H 16.1049 8.8812 5.4542
H 11.4348 4.7448 10.7142
H 14.0198 -0.2313 6.3049
H 12.0682 4.9594 0.6032
H 11.5829 5.1557 2.2497
H 11.7980 8.3887 8.3204
```

Output
* max |F|: 6.0 eV/A
* E_HOMO (alpha / beta): -12.02 / -12.02 eV
* expectation value of S²: 0.751
* charge: +1
* energy above the lowest of the compared OMol25 structures with the same formula, charge and spin: 597.9 kJ/mol
* lowest unoccupied orbital energy (alpha / beta): -4.204 / -7.783 eV
* multiplicity: 2